Entry 1:
Below is one molecule with the formula C3H6ClN3 at a distorted geometry, with properties calculated with ωB97M-V/def2-TZVPD.

* molecular weight: 119.6 g mol⁻¹
* net charge: 0
* frontier orbital gap: 9.51 eV
* relative energy (zero: lowest compared OMol25 entry of this formula, charge and spin): 4.0270 eV
* E_LUMO: 0.0357 Eh
* energy: -742.215209 hartree

```
13
Properties=species:S:1:pos:R:3:lowdin_charge:R:1
Cl 2.3252 -0.2392 -0.7775 0.529
N 1.9576 0.3440 0.8332 -0.371
N 0.3874 0.2883 0.9760 -0.175
C -0.1315 1.2471 0.1353 -0.198
C -0.9266 0.7142 -0.7643 -0.102
C -1.0027 -0.7651 -0.6615 -0.202
N -0.1467 -0.9520 0.5113 -0.049
H 2.3067 -0.3010 1.5161 0.029
H -0.0621 2.3142 0.4631 0.134
H -1.7518 1.1683 -1.3682 0.121
H -1.9085 -1.0689 -0.4053 0.060
H -0.5937 -1.2361 -1.6797 0.146
H -0.4532 -1.5137 1.2215 0.079
```

Entry 2:
Below is a 12-piece molecular cluster, C39H111N15O12 overall at a distorted geometry, with properties calculated with ωB97M-V/def2-TZVPD.

* molecular weight: 982.4 g mol⁻¹
* net charge: 0
* frontier orbital gap: 9.30 eV
* relative energy (zero: lowest compared OMol25 entry of this formula, charge and spin): 10.0626 eV
* E_LUMO: 0.0064 Eh
* energy: -3276.379609 hartree

```
177
Properties=species:S:1:pos:R:3:lowdin_charge:R:1
C -4.3645 -16.5833 0.5033 -0.090
O -3.1026 -17.2022 0.1478 -0.190
C -2.0597 -16.7877 1.0031 -0.223
C -0.7339 -17.5123 0.5270 -0.444
C 0.4136 -17.2486 1.4353 -0.089
N -0.4526 -16.9774 -0.7698 0.036
H -4.9006 -16.8913 1.4010 0.085
H -4.9780 -16.5202 -0.3955 0.086
H -4.1663 -15.5272 0.6863 0.073
H -1.9972 -15.7013 1.0666 0.119
H -2.2486 -17.0952 2.0316 0.114
H -0.9700 -18.5746 0.5902 0.143
H 0.1867 -17.6942 2.4038 0.080
H 0.8479 -16.2496 1.4746 0.081
H 1.3295 -17.7382 1.1045 0.076
H -0.4437 -15.9761 -0.6380 0.074
H -1.2125 -17.1578 -1.4101 0.070
C -13.8221 -17.3077 1.4578 -0.110
O -14.2470 -17.3468 2.8037 -0.232
C -13.5306 -16.3900 3.7312 -0.140
C -14.2670 -16.3419 5.1162 -0.444
C -13.3744 -15.6232 6.1655 -0.052
N -14.6899 -17.7048 5.3536 0.040
H -14.0371 -16.3098 1.0757 0.084
H -14.4719 -18.0468 0.9891 0.092
H -12.7683 -17.5225 1.2803 0.085
H -12.4616 -16.5909 3.8023 0.116
H -13.4573 -15.3806 3.3263 0.112
H -15.1990 -15.7960 4.9700 0.128
H -12.4248 -16.1568 6.2063 0.067
H -13.8067 -15.7331 7.1600 0.078
H -13.1203 -14.6245 5.8103 0.076
H -14.6172 -17.9410 4.3743 0.032
H -13.8573 -18.0903 5.7756 0.067
C -7.9172 -20.9692 7.7746 -0.140
O -8.2888 -20.1760 8.8470 -0.218
C -7.2190 -20.0678 9.8297 -0.154
C -7.8589 -18.9484 10.6796 -0.489
C -6.8440 -18.3064 11.5791 -0.065
N -8.9631 -19.4542 11.4307 0.042
H -8.8313 -21.2879 7.2736 0.086
H -7.3666 -21.8411 8.1278 0.088
H -7.4141 -20.4109 6.9851 0.085
H -7.1911 -21.0242 10.3519 0.126
H -6.2561 -19.7936 9.3987 0.121
H -8.2746 -18.1993 10.0056 0.142
H -5.9921 -18.2250 10.9041 0.067
H -6.5656 -19.0228 12.3521 0.083
H -7.1346 -17.3007 11.8828 0.082
H -9.5987 -19.7418 10.7003 0.070
H -8.6424 -20.2262 11.9974 0.074
C 7.7465 -25.0261 2.3533 -0.134
O 8.0299 -26.1816 3.0712 -0.188
C 8.5917 -26.0393 4.3837 -0.184
C 10.1199 -25.8207 4.5217 -0.459
C 10.8853 -27.0699 4.1845 -0.064
N 10.5290 -25.2402 5.8018 0.045
H 7.0078 -25.2931 1.5976 0.088
H 8.5287 -24.4260 1.8884 0.086
H 7.1705 -24.3869 3.0224 0.081
H 7.9689 -25.2182 4.7387 0.110
H 8.3595 -26.8690 5.0514 0.121
H 10.2934 -25.0563 3.7643 0.130
H 10.5806 -27.7705 4.9619 0.074
H 11.9741 -27.0242 4.2072 0.080
H 10.5110 -27.5339 3.2720 0.081
H 10.1467 -24.3090 5.8841 0.070
H 10.0684 -25.7686 6.5290 0.064
C -9.9240 -24.9595 -2.1542 -0.090
O -8.5717 -25.3934 -1.8622 -0.220
C -7.8691 -24.5898 -0.8539 -0.172
C -6.5271 -25.3261 -0.6994 -0.417
C -5.5814 -24.6283 0.2774 -0.096
N -5.6232 -25.3103 -1.8834 0.026
H -9.9100 -23.8714 -2.2167 0.081
H -10.6271 -25.2412 -1.3704 0.076
H -10.2393 -25.5049 -3.0437 0.084
H -7.5704 -23.6114 -1.2302 0.119
H -8.4454 -24.5218 0.0688 0.125
H -6.7549 -26.3456 -0.3880 0.137
H -4.5974 -25.0964 0.2499 0.077
H -5.9322 -24.7860 1.2972 0.071
H -5.4514 -23.5571 0.1233 0.077
H -5.2807 -24.3755 -2.0536 0.063
H -6.2017 -25.5259 -2.6828 0.058
C 1.4054 -12.1276 -5.1395 -0.117
O 0.1021 -11.5739 -5.2338 -0.216
C -0.2763 -11.0961 -6.5798 -0.161
C -1.7887 -10.9530 -6.4874 -0.423
C -2.5029 -12.3075 -6.2098 -0.074
N -2.3336 -10.5749 -7.7755 0.021
H 1.7677 -12.4772 -4.1728 0.084
H 2.0982 -11.3252 -5.3932 0.079
H 1.5393 -12.9397 -5.8541 0.080
H 0.2348 -10.1545 -6.7804 0.128
H -0.0504 -11.8829 -7.2995 0.119
H -1.8686 -10.2778 -5.6355 0.140
H -3.5921 -12.2693 -6.2277 0.069
H -2.2790 -12.7405 -5.2349 0.067
H -2.2522 -13.0880 -6.9283 0.077
H -3.3252 -10.7662 -7.7867 0.062
H -2.0264 -11.2870 -8.4226 0.065
C 3.3685 -27.6489 8.8280 -0.099
O 2.4818 -26.9379 7.9223 -0.185
C 2.1005 -25.6891 8.5418 -0.215
C 0.8929 -24.9271 7.9519 -0.406
C 1.0698 -24.4682 6.4949 -0.071
N 0.6814 -23.6355 8.7027 0.025
H 4.0529 -26.9962 9.3700 0.078
H 3.9906 -28.3025 8.2165 0.085
H 2.8013 -28.2033 9.5756 0.083
H 1.7938 -25.8822 9.5697 0.114
H 2.9851 -25.0522 8.5476 0.121
H -0.0354 -25.4750 8.1140 0.133
H 1.9202 -23.7879 6.4486 0.075
H 0.1745 -23.9073 6.2267 0.071
H 1.2598 -25.2740 5.7858 0.073
H 1.6295 -23.3693 8.9271 0.057
H 0.1756 -23.8452 9.5514 0.061
C -14.9763 -16.3483 -7.1774 -0.103
O -13.7543 -17.0748 -7.1906 -0.178
C -13.4679 -17.6333 -8.4182 -0.243
C -12.1977 -18.5069 -8.2161 -0.400
C -10.9967 -17.6610 -7.7452 -0.060
N -11.8171 -19.0499 -9.5461 0.013
H -15.2688 -16.1261 -6.1511 0.085
H -15.8391 -16.8799 -7.5787 0.083
H -14.9294 -15.3969 -7.7072 0.086
H -14.2631 -18.2741 -8.7992 0.119
H -13.2992 -16.8598 -9.1674 0.126
H -12.4073 -19.3400 -7.5452 0.130
H -10.0662 -18.2106 -7.8876 0.068
H -11.0754 -17.4117 -6.6870 0.075
H -10.9508 -16.7864 -8.3942 0.082
H -12.4378 -19.7734 -9.8798 0.061
H -10.9458 -19.5590 -9.5062 0.058
C -1.4690 -14.4962 7.1573 -0.117
O -1.9261 -13.3630 6.4720 -0.175
C -3.2343 -12.9201 6.8280 -0.225
C -3.7194 -11.8624 5.8648 -0.464
C -2.8834 -10.5438 5.9432 -0.054
N -5.0244 -11.4701 6.2570 0.029
H -0.3804 -14.5241 7.2048 0.087
H -1.8857 -15.3556 6.6320 0.087
H -1.7902 -14.5062 8.1988 0.083
H -4.0269 -13.6668 6.7792 0.118
H -3.2494 -12.5041 7.8353 0.129
H -3.6864 -12.2779 4.8576 0.147
H -2.8177 -10.0966 6.9351 0.073
H -3.5227 -9.9024 5.3366 0.070
H -1.8419 -10.5235 5.6222 0.071
H -5.4149 -12.4002 6.3070 0.063
H -5.0610 -11.2178 7.2343 0.079
N 9.2353 -19.4769 -2.9797 0.174
C 8.2441 -19.0652 -2.3189 -0.859
N 7.1264 -19.3727 -2.8954 0.155
O 8.2765 -18.4189 -1.3041 0.041
H 9.0119 -20.2475 -3.5933 0.120
H 10.1450 -19.3391 -2.5633 0.133
H 7.1007 -19.6376 -3.8698 0.113
H 6.2889 -19.1932 -2.3602 0.124
N 9.2272 -12.6989 -0.1314 0.147
C 8.6084 -12.1123 0.8747 -0.769
N 8.0848 -13.0297 1.6023 0.149
O 8.7406 -10.9393 1.2234 0.019
H 9.3570 -13.6976 -0.0552 0.103
H 9.9223 -12.1746 -0.6434 0.117
H 7.6422 -12.8523 2.4927 0.123
H 8.2598 -14.0101 1.4344 0.110
N 7.6208 -17.7887 7.5770 0.172
C 7.7818 -18.3307 6.4654 -0.899
N 7.1774 -17.7762 5.5128 0.186
O 8.3166 -19.4232 6.4290 0.025
H 7.1982 -16.8714 7.5899 0.117
H 7.9589 -18.2692 8.3985 0.137
H 6.8303 -16.8478 5.7066 0.123
H 7.5043 -18.2860 4.7044 0.139
```

Entry 3:
Below is C2HAuLiO2 as an isolated structure at a distorted geometry, with properties calculated with ωB97M-V/def2-TZVPD.

* 2S+1: 3
* molecular weight: 260.9 g mol⁻¹
* net charge: +3
* frontier orbital gap (alpha / beta): 6.60 / 8.02 eV
* relative energy (zero: lowest compared OMol25 entry of this formula, charge and spin): 0.0000 eV
* E_LUMO (alpha / beta): -0.6986 / -0.7945 Eh
* energy: -368.825287 hartree

```
7
Properties=species:S:1:pos:R:3:lowdin_charge:R:1
O -0.7334 1.0061 0.5977 -0.117
C 0.2092 0.4681 1.1048 0.286
Au -2.1903 -0.1603 -0.1098 1.424
Li -0.5612 0.6812 -1.6584 0.757
H 0.4658 -0.1547 1.9385 0.214
C 1.0957 -0.4885 -0.7237 0.106
O 1.7140 -1.3519 -1.1492 0.329
```

Entry 4:
Below is one molecule with the formula C18H16N4O3S2 at a distorted geometry, with properties calculated with ωB97M-V/def2-TZVPD.

* molecular weight: 400.5 g mol⁻¹
* net charge: 0
* frontier orbital gap: 8.31 eV
* relative energy (zero: lowest compared OMol25 entry of this formula, charge and spin): 0.9133 eV
* E_LUMO: 0.0105 Eh
* energy: -1936.646963 hartree

```
43
Properties=species:S:1:pos:R:3:lowdin_charge:R:1
C -2.3891 3.8110 0.9712 -0.010
C -1.4912 2.6388 0.6601 -0.393
O -0.8727 2.5615 -0.3750 0.089
C -1.4030 1.5805 1.7035 -0.144
C -1.5528 1.8642 3.0589 -0.036
C -1.4010 0.8562 3.9935 -0.072
C -1.1312 -0.4376 3.5888 -0.018
C -1.0074 -0.7354 2.2336 -0.204
N -0.7199 -2.0585 1.8674 0.134
C -1.0660 -2.6739 0.7045 -0.497
O -1.7260 -2.1602 -0.1682 0.094
C -0.5164 -4.0934 0.5752 -0.106
C 0.2098 -4.2068 -0.7696 -0.449
S 1.3724 -2.8249 -1.0079 1.013
C 0.3335 -2.1071 -2.2816 -0.595
N 0.3963 -0.9586 -2.7810 0.030
N 1.0823 0.0795 -2.4049 0.026
C 2.2527 0.4002 -2.7890 -0.172
C 2.8103 1.6531 -2.3842 -0.522
C 2.2292 2.6445 -1.6338 -0.107
C 3.0840 3.7414 -1.4310 -0.182
C 4.3007 3.5813 -2.0207 -0.422
S 4.4322 2.0816 -2.8438 1.021
N -0.6135 -3.0311 -2.6687 0.119
C -0.8024 -4.1395 -1.9127 -0.512
O -1.6377 -4.9852 -2.1068 0.099
C -1.1231 0.2797 1.2935 0.069
H -3.3224 3.4758 1.4157 0.088
H -2.5871 4.3663 0.0580 0.086
H -1.8859 4.4729 1.6742 0.087
H -1.7569 2.8699 3.3906 0.107
H -1.4957 1.0777 5.0461 0.106
H -1.0169 -1.2226 4.3232 0.112
H -0.3009 -2.6219 2.5937 0.144
H -1.3511 -4.7996 0.5712 0.134
H 0.1645 -4.3388 1.3907 0.113
H 0.7626 -5.1472 -0.8222 0.119
H 2.8663 -0.2428 -3.4258 0.118
H 1.2234 2.5685 -1.2626 0.084
H 2.8102 4.6177 -0.8709 0.101
H 5.1345 4.2553 -2.0235 0.057
H -1.2904 -2.7686 -3.3714 0.172
H -1.0043 0.0761 0.2414 0.120
```